(1)
{
  "formula": "CH3Cl2NO",
  "method": "ωB97M-V/def2-TZVPD",
  "symbols": ["C", "N", "O", "Cl", "Cl", "H", "H", "H"],
  "xyz": [[-0.8195, 0.9060, 0.0381], [0.3936, 1.3576, -0.0240], [1.3040, -1.5360, 0.0125], [-1.6790, -0.0536, -1.2549], [-1.9129, 1.2559, 1.2532], [0.2914, -1.5728, -0.1204], [0.9489, 1.1197, -0.8559], [1.4736, -1.4768, 0.9513]],
  "forces_ev_per_angstrom": [[3.42, 0.93, -2.26], [-3.45, -1.19, 0.36], [-2.26, -0.22, -0.97], [0.89, 0.40, 0.60], [-0.28, 0.28, 1.02], [2.55, 0.03, 0.57], [-0.65, -0.27, 0.35], [-0.23, 0.04, 0.33]],
  "lumo_energy_ev": 0.420,
  "homo_lumo_gap_ha": 0.419,
  "smiles": "N=C(Cl)Cl.O"
}

(2)
{
  "formula": "CH3Cl2OP",
  "method": "ωB97M-V/def2-TZVPD",
  "symbols": ["C", "O", "P", "Cl", "Cl", "H", "H", "H"],
  "xyz": [[-0.9884, 0.3660, 0.1762], [2.0811, -0.6170, 1.8183], [0.6948, -0.2586, -0.1369], [1.8098, 0.7470, -1.4345], [0.4077, -1.9581, -1.0838], [-1.3437, 0.7695, -0.8707], [-1.7342, -0.3226, 0.7022], [-0.9271, 1.2737, 0.8292]],
  "forces_ev_per_angstrom": [[-1.19, 1.85, -1.51], [-1.65, 0.44, -2.20], [1.79, -0.99, 4.41], [-0.33, 0.83, -0.49], [-0.40, -0.94, -0.58], [0.09, -0.97, 2.01], [1.41, 0.50, -1.13], [0.27, -0.72, -0.51]],
  "lumo_energy_ev": [-0.833, -0.778],
  "homo_lumo_gap_ha": [0.308, 0.309]
}

(3)
{
  "formula": "CH3Cl2OPS",
  "method": "ωB97M-V/def2-TZVPD",
  "symbols": ["C", "O", "P", "S", "Cl", "Cl", "H", "H", "H"],
  "xyz": [[0.0808, -0.0633, 0.6741], [3.6961, -1.1549, 1.0180], [1.3752, -0.2670, -0.5970], [3.1728, -1.5084, -0.4113], [-1.1507, -1.2976, 0.7163], [1.9760, 1.6434, -0.5965], [-0.3409, 0.9067, 0.2941], [0.5086, 0.0605, 1.6157], [0.6068, -0.4425, -1.7356]],
  "forces_ev_per_angstrom": [[-0.77, 1.07, -2.01], [-0.64, -0.40, -1.95], [1.45, -1.23, 0.43], [-0.77, 0.96, 1.95], [-0.11, -0.37, -0.13], [0.17, 0.63, -0.17], [-0.03, -0.88, 0.80], [0.76, 0.26, 1.57], [-0.06, -0.05, -0.49]],
  "lumo_energy_ev": 0.081,
  "homo_lumo_gap_ha": 0.291
}

(4)
{
  "formula": "CH3Cl2P",
  "method": "ωB97M-V/def2-TZVPD",
  "symbols": ["C", "P", "Cl", "Cl", "H", "H", "H"],
  "xyz": [[0.0201, -0.2767, -0.8326], [0.0168, -1.7884, -1.6151], [-1.2575, 0.3139, 0.0678], [0.6986, 2.2102, 1.6698], [0.9879, 1.1547, 2.4810], [0.7450, 0.4435, -0.8027], [-1.2109, -2.0571, -0.9681]],
  "forces_ev_per_angstrom": [[-0.95, -2.77, -1.00], [0.20, 1.29, 0.86], [-1.62, 0.22, 0.77], [0.78, -1.37, 1.50], [-0.47, 1.65, -1.28], [2.25, 1.43, -0.49], [-0.18, -0.44, -0.35]],
  "lumo_energy_ev": -0.133,
  "homo_lumo_gap_ha": 0.333,
  "smiles": "[H]/P=C\\Cl.Cl"
}

(5)
{
  "formula": "CH3Cl2P",
  "method": "ωB97M-V/def2-TZVPD",
  "symbols": ["C", "P", "Cl", "Cl", "H", "H", "H"],
  "xyz": [[0.3410, 1.0974, -0.6716], [-1.6063, -0.5086, -0.7978], [-0.3978, 2.4131, 0.1726], [-2.7487, 0.5943, 0.3559], [0.6814, 1.1704, -1.7011], [1.1350, 0.6268, 0.0232], [-1.5178, -1.4196, 0.3328]],
  "forces_ev_per_angstrom": [[3.36, 0.83, 1.91], [-0.46, -2.79, 0.48], [0.80, 0.34, -0.82], [-1.81, 1.03, 0.74], [-0.53, 0.49, 0.03], [-1.57, 0.35, -1.21], [0.21, -0.24, -1.13]],
  "lumo_energy_ev": [0.759, -2.258],
  "homo_lumo_gap_ha": [0.264, 0.291],
  "s_squared": 2.01,
  "spin_multiplicity": 3
}

(6)
{
  "formula": "CH3Cl3Si",
  "method": "ωB97M-V/def2-TZVPD",
  "symbols": ["C", "Si", "Cl", "Cl", "Cl", "H", "H", "H"],
  "xyz": [[1.5053, 0.4981, 0.5919], [0.5093, 1.0848, -0.8995], [3.1563, -0.1919, 0.3588], [0.4523, -1.0187, 1.0587], [-3.7222, -0.9664, -0.2128], [1.5797, 0.9867, 1.5149], [-3.6873, -0.0112, -1.0495], [0.2066, -0.3814, -1.3626]],
  "forces_ev_per_angstrom": [[0.38, -3.45, -0.06], [-0.70, -0.34, -0.64], [-0.29, 0.57, -0.44], [0.16, 1.08, 0.33], [0.02, -0.20, 0.19], [-0.15, 1.17, 0.99], [-0.01, 0.21, -0.20], [0.59, 0.96, -0.18]],
  "lumo_energy_ev": -1.385,
  "homo_lumo_gap_ha": 0.278
}

(7)
{
  "formula": "CH3ClF2",
  "method": "ωB97M-V/def2-TZVPD",
  "symbols": ["C", "H", "H", "H", "F", "F", "Cl"],
  "xyz": [[-0.7303, 0.3671, 0.0605], [-1.1134, 1.3723, -0.3435], [-0.2862, 0.6637, 1.0406], [0.1324, 0.1550, -0.5691], [2.4014, -0.3811, -0.2118], [1.5318, -1.2470, 0.1230], [-1.9358, -0.9300, -0.0997]],
  "forces_ev_per_angstrom": [[0.65, 2.86, -0.84], [-0.02, -1.68, 0.50], [-0.97, -1.09, -0.22], [-0.51, -0.20, -0.05], [4.48, 4.42, -1.70], [-4.08, -4.77, 1.80], [0.45, 0.48, 0.50]],
  "lumo_energy_ev": 0.887,
  "homo_lumo_gap_ha": 0.430,
  "smiles": "CCl.FF"
}

(8)
{
  "formula": "CH3ClFNS",
  "method": "ωB97M-V/def2-TZVPD",
  "symbols": ["C", "N", "F", "S", "Cl", "H", "H", "H"],
  "xyz": [[-0.1412, 1.0017, 2.0120], [-0.5355, 2.1520, -0.1873], [0.1772, 0.9070, 3.3105], [-0.0395, 2.4596, 1.2571], [1.6664, -3.0063, -0.7550], [-0.4685, 0.0878, 1.5439], [0.6853, -3.5934, -1.3268], [-0.4912, 2.9738, -0.7735]],
  "forces_ev_per_angstrom": [[0.28, 1.24, 0.09], [-0.08, -0.03, -0.18], [0.01, 0.08, -0.10], [-0.29, -1.55, 0.21], [0.01, 0.01, 0.02], [-0.05, -0.04, -0.18], [-0.01, 0.00, -0.01], [0.13, 0.28, 0.15]],
  "lumo_energy_ev": [-0.031, -0.032],
  "homo_lumo_gap_ha": [0.309, 0.309]
}

(9)
{
  "formula": "CH3ClHgO7S",
  "method": "ωB97M-V/def2-TZVPD",
  "symbols": ["Hg", "O", "Cl", "O", "O", "O", "C", "S", "O", "O", "O", "H", "H", "H"],
  "xyz": [[0.1559, -0.9892, 1.4126], [-3.6582, -0.2212, 1.3879], [-2.6126, -0.9527, 0.6955], [-3.1035, -1.4279, -0.5924], [-1.5033, 0.0335, 0.3935], [-1.1304, -2.1535, 2.2202], [1.0147, 1.2633, -1.2858], [1.9378, 0.2237, -0.1593], [1.5744, 0.6653, 1.2214], [3.3300, 0.3716, -0.4867], [1.4226, -1.1621, -0.3301], [1.4455, 2.2575, -1.2170], [-0.0274, 1.2400, -0.9787], [1.1545, 0.8518, -2.2809]],
  "forces_ev_per_angstrom": [[0.93, -0.29, 1.97], [-0.20, 0.27, 0.07], [-1.07, -0.38, -0.28], [-0.08, 0.02, -0.21], [-0.89, 1.21, -0.91], [-1.26, -1.87, 1.63], [0.22, -0.35, 0.47], [0.98, 0.34, -1.08], [0.46, 0.33, -0.40], [0.02, 0.13, 0.07], [1.05, 0.52, -1.23], [-0.04, 0.07, 0.02], [-0.08, 0.02, -0.09], [-0.04, -0.02, -0.03]],
  "lumo_energy_ev": [3.160, 2.500],
  "charge": -1,
  "homo_lumo_gap_ha": [0.328, 0.313],
  "s_squared": 0.76,
  "spin_multiplicity": 2
}

(10)
{
  "formula": "CH3ClINO",
  "method": "ωB97M-V/def2-TZVPD",
  "symbols": ["C", "N", "O", "Cl", "I", "H", "H", "H"],
  "xyz": [[0.1185, -0.3052, 0.3990], [-1.8886, 0.5090, -0.2819], [-0.6114, 0.7980, -0.0062], [-2.6010, 1.8060, -0.9447], [3.6538, -0.9636, -0.6513], [-0.2687, -1.2997, 0.0889], [0.4362, -0.2822, 1.4481], [1.1613, -0.2622, -0.0520]],
  "forces_ev_per_angstrom": [[2.61, -1.81, -0.07], [0.00, -2.27, 0.69], [0.31, 1.31, -0.24], [-0.54, 1.53, -0.63], [0.05, -0.02, -0.02], [-0.27, 0.88, 0.34], [-0.98, 0.07, 0.16], [-1.18, 0.31, -0.23]],
  "lumo_energy_ev": [-0.126, -3.474],
  "homo_lumo_gap_ha": [0.382, 0.199]
}

(11)
{
  "formula": "CH3ClN2O2",
  "method": "ωB97M-V/def2-TZVPD",
  "symbols": ["C", "N", "N", "O", "O", "Cl", "H", "H", "H"],
  "xyz": [[1.2103, -0.2743, 0.1688], [0.0808, -0.7507, -0.6820], [-1.4627, 0.9852, -0.1457], [-0.9952, 2.0414, -0.1030], [-2.5202, 0.4915, -0.0234], [-0.7797, -2.1072, -0.2113], [2.0265, -0.5870, -0.3804], [1.2474, 0.8350, 0.0960], [1.1927, -0.6339, 1.2811]],
  "forces_ev_per_angstrom": [[-2.66, -0.07, 2.08], [0.18, 1.18, 0.06], [0.56, -2.89, -0.27], [0.57, 2.47, 0.12], [-1.09, 0.19, 0.14], [0.50, 0.18, 0.45], [2.19, -1.00, -0.68], [-0.40, -0.66, 0.22], [0.14, 0.59, -2.10]],
  "lumo_energy_ev": [-0.587, -0.860],
  "homo_lumo_gap_ha": [0.328, 0.322]
}

(12)
{
  "formula": "CH3ClN2O2",
  "method": "ωB97M-V/def2-TZVPD",
  "symbols": ["C", "N", "N", "O", "O", "Cl", "H", "H", "H"],
  "xyz": [[0.1337, -0.9797, 0.3042], [-0.2324, 1.7799, 0.3689], [1.2947, -0.6593, 0.6835], [2.3779, -0.8516, 0.1376], [1.3237, -0.0988, 1.8618], [0.7746, 1.8405, 1.6300], [-0.6233, -0.5616, 0.8810], [-0.1713, -1.3755, -0.5579], [0.1475, 1.8454, -0.5197]],
  "forces_ev_per_angstrom": [[-2.54, 1.65, 1.26], [-1.51, -0.58, 4.13], [3.14, -0.05, 0.81], [0.59, -0.16, -1.02], [-0.08, 0.41, 1.64], [-0.70, 0.06, -2.69], [-1.16, 0.00, 1.27], [-0.04, -1.79, -3.47], [2.29, 0.46, -1.91]],
  "lumo_energy_ev": [-2.120, -2.087],
  "homo_lumo_gap_ha": [0.268, 0.270]
}

(13)
{
  "formula": "CH3ClN2O2",
  "method": "ωB97M-V/def2-TZVPD",
  "symbols": ["C", "N", "N", "O", "O", "Cl", "H", "H", "H"],
  "xyz": [[0.3780, 0.2130, -0.6439], [-1.7258, -1.0432, -0.1882], [-1.3432, 0.2026, -0.1480], [-2.7911, -1.6231, -0.0528], [-1.8509, 1.3438, -0.0158], [1.2985, -1.1637, -0.1137], [0.6162, 0.2682, -1.6725], [0.6001, 1.1262, -0.2205], [-0.9802, -1.7096, -0.4950]],
  "forces_ev_per_angstrom": [[-2.47, -1.17, 0.73], [1.30, -0.08, -1.03], [3.62, -0.25, -1.70], [-1.99, 0.63, 0.71], [-0.32, -2.11, 0.12], [0.03, -0.02, 0.57], [-1.04, 0.07, -1.37], [0.71, 1.61, 1.47], [0.16, 1.32, 0.48]],
  "lumo_energy_ev": 0.362,
  "homo_lumo_gap_ha": 0.341
}

(14)
{
  "formula": "CH3ClN3S",
  "method": "ωB97M-V/def2-TZVPD",
  "symbols": ["C", "N", "N", "N", "S", "Cl", "H", "H", "H"],
  "xyz": [[0.3572, -1.0698, -0.6989], [-1.7820, 1.6160, 0.1543], [-0.6433, -0.2783, -0.4903], [-1.0212, 0.7550, -0.1146], [1.7796, -1.1380, 0.3154], [2.6791, 0.7281, 0.1500], [0.0676, -1.5356, -1.5729], [-2.5959, 1.5925, 0.8163], [1.1589, -0.6698, 1.4407]],
  "forces_ev_per_angstrom": [[1.69, -0.44, 1.93], [-0.68, 2.16, 0.26], [-0.56, 0.98, 0.38], [-1.47, 0.15, 0.66], [-1.84, 0.94, -0.82], [0.22, -0.16, -0.13], [1.35, -2.12, -1.79], [1.07, -0.88, -0.24], [0.23, -0.63, -0.26]],
  "lumo_energy_ev": [-6.099, -6.099],
  "charge": 1,
  "homo_lumo_gap_ha": [0.274, 0.274]
}

(15)
{
  "formula": "CH3ClO",
  "method": "ωB97M-V/def2-TZVPD",
  "symbols": ["C", "O", "Cl", "H", "H", "H"],
  "xyz": [[-0.1609, -0.3191, 0.1152], [-0.4909, -1.5168, 0.4314], [-2.0639, -1.5362, 2.2061], [0.6956, -0.4235, -0.5089], [0.3096, 0.2864, 0.8490], [-0.9468, 0.2392, -0.1987]],
  "forces_ev_per_angstrom": [[1.17, 2.04, 0.99], [-2.48, -4.25, 3.09], [2.04, 0.19, -2.20], [0.81, -0.29, -1.53], [0.74, 0.49, 1.67], [-2.27, 1.83, -2.02]],
  "lumo_energy_ev": [-3.476, -3.559],
  "homo_lumo_gap_ha": [0.278, 0.268]
}

(16)
{
  "formula": "CH3ClO2PS",
  "method": "ωB97M-V/def2-TZVPD",
  "symbols": ["C", "O", "O", "P", "S", "Cl", "H", "H", "H"],
  "xyz": [[0.5022, -0.0015, 0.0249], [-1.1498, -1.0481, 3.9463], [-2.1233, 0.5982, 2.2821], [-1.1983, -0.4801, 2.6098], [0.7296, -0.3062, 1.8193], [-1.6841, -2.9201, 1.0106], [1.3728, -0.2069, -0.5614], [0.1392, 0.9534, -0.1116], [-0.3561, -0.8041, -0.1914]],
  "forces_ev_per_angstrom": [[-2.47, -3.89, 1.15], [1.09, -0.68, 2.49], [-0.89, 2.45, -0.61], [-2.59, -1.46, -1.45], [3.01, 0.19, -0.79], [0.32, -0.36, -0.28], [0.58, -0.21, 0.02], [-0.80, 2.06, -0.40], [1.76, 1.90, -0.14]],
  "lumo_energy_ev": [3.389, -0.288],
  "charge": -1,
  "homo_lumo_gap_ha": [0.186, 0.173],
  "s_squared": 2.01,
  "spin_multiplicity": 3
}

(17)
{
  "formula": "CH3ClO2S",
  "method": "ωB97M-V/def2-TZVPD",
  "symbols": ["C", "O", "O", "S", "Cl", "H", "H", "H"],
  "xyz": [[2.0461, -0.0854, 0.1165], [-1.2031, 0.0516, 0.3619], [1.4155, 0.3418, -0.7891], [-2.3411, -0.8556, -0.4984], [-3.8830, 0.3494, -0.0268], [2.1897, -1.2270, 0.2581], [2.6106, 0.5807, 0.8527], [-0.8347, 0.8445, -0.2749]],
  "forces_ev_per_angstrom": [[1.55, -1.38, 1.32], [0.79, 1.67, -2.89], [-0.64, 0.60, -0.76], [1.14, 1.35, 1.02], [-0.68, -0.10, -0.20], [-0.22, 1.38, -0.01], [-0.64, -0.55, -0.58], [-1.29, -2.97, 2.11]],
  "lumo_energy_ev": 0.259,
  "homo_lumo_gap_ha": 0.343,
  "smiles": "OSCl.C=O"
}

(18)
{
  "formula": "CH3ClO3P",
  "method": "ωB97M-V/def2-TZVPD",
  "symbols": ["C", "O", "O", "O", "P", "Cl", "H", "H", "H"],
  "xyz": [[0.8598, -0.4371, -0.5139], [0.4868, 1.7985, 1.2063], [-0.1739, -0.5851, 2.0460], [-2.1816, 0.1246, -1.4639], [0.0492, 0.3929, 0.9334], [-1.9203, 0.6067, 0.0380], [1.9663, -0.7566, -0.2414], [0.0696, -1.2237, -0.4976], [0.8442, 0.0797, -1.5069]],
  "forces_ev_per_angstrom": [[0.50, -0.22, 0.58], [0.02, -0.70, -0.57], [0.33, 0.06, -0.99], [-1.44, -1.85, -6.11], [0.71, 1.26, 1.64], [1.20, 1.70, 5.45], [-2.53, 0.36, -0.43], [1.30, -0.39, -0.70], [-0.09, -0.22, 1.12]],
  "lumo_energy_ev": [4.061, 2.810],
  "charge": -1,
  "homo_lumo_gap_ha": [0.215, 0.299],
  "s_squared": 2.01,
  "spin_multiplicity": 3
}

(19)
{
  "formula": "CH3ClOS",
  "method": "ωB97M-V/def2-TZVPD",
  "symbols": ["C", "O", "S", "Cl", "H", "H", "H"],
  "xyz": [[-0.9308, -0.1109, 0.0007], [0.2547, -0.3673, -0.6409], [1.8267, -0.3618, 0.4884], [2.7582, 1.1922, -0.2879], [-1.8888, -0.0674, -0.7214], [-0.9804, 0.7426, 0.6628], [-1.0396, -1.0274, 0.4984]],
  "forces_ev_per_angstrom": [[-2.67, -0.38, -0.58], [4.43, 0.80, -0.24], [-3.30, -0.30, -1.81], [0.17, 0.38, -0.13], [2.53, 0.12, 0.95], [0.24, 0.34, 0.09], [-1.38, -0.95, 1.72]],
  "lumo_energy_ev": -0.547,
  "homo_lumo_gap_ha": 0.328,
  "smiles": "COSCl"
}

(20)
{
  "formula": "CH3F2OP",
  "method": "ωB97M-V/def2-TZVPD",
  "symbols": ["C", "O", "F", "F", "P", "H", "H", "H"],
  "xyz": [[1.5613, 0.1328, 1.0338], [-3.3858, -0.5618, 1.0071], [2.2363, -0.4803, 0.0354], [1.3079, 1.3911, 0.6892], [-3.6253, 0.4259, -0.1000], [2.3052, 0.1515, 1.9463], [0.5498, -0.4234, 1.2597], [-2.3507, 1.1840, -0.0542]],
  "forces_ev_per_angstrom": [[0.18, -1.59, 2.80], [-0.45, 0.75, -1.02], [-0.23, -0.12, -0.37], [-0.30, 0.85, -0.43], [0.98, -0.66, 1.26], [-1.65, -0.11, -1.49], [1.98, 0.97, -0.51], [-0.51, -0.08, -0.24]],
  "lumo_energy_ev": -1.230,
  "homo_lumo_gap_ha": 0.321,
  "smiles": "FCF.O=P"
}

Energy in hartree, matching the order above: -1090.2561, -1376.7392, -1775.0083, -1301.5718, -1301.4808, -1709.8755, -699.6136, -1052.8064, -1578.1395, -927.6127, -759.8617, -759.7719, -759.8653, -1062.0705, -575.1589, -1390.1250, -1048.6901, -1067.0998, -973.4310, -656.1736
Energy relative to the best compared isomer or geometry (same formula, charge and spin) in kJ/mol, matching the order above: 122.4, 585.4, 406.9, 286.0, 248.4, 715.1, 522.6, 182.2, 126.7, 79.0, 393.2, 628.9, 383.7, 248.0, 433.7, 71.2, 228.3, 56.7, 156.8, 338.8